Computed, not measured: a structure of composition C44H60CuN7O2P2 in a non-equilibrium geometry, with the ωB97M-V functional and the def2-TZVPD basis.

Geometry (Å):
Cu1 -0.3358 0.5448 1.0286
C1 3.0182 -3.1580 1.3093
C2 1.7818 -2.7880 2.1251
C3 1.9325 -3.2798 3.5628
P1 1.3013 -0.9784 1.8825
C4 2.9364 -0.0590 2.0850
C5 3.8103 -0.2272 3.3211
C6 2.7299 1.4280 1.8139
C7 0.1879 -0.7603 3.3230
C8 0.6157 -0.6655 4.6311
C9 -0.2489 -0.3325 5.6694
C10 0.2432 -0.2458 7.0777
C11 -1.5777 -0.0523 5.3562
C12 -2.0429 -0.1751 4.0678
C13 -1.1941 -0.5822 3.0222
N1 -1.5565 -0.6945 1.7226
C14 -2.7970 -0.6415 1.1992
C15 -3.9658 -1.0909 1.8488
C16 -5.2041 -0.9650 1.2682
C17 -5.3565 -0.3713 0.0147
C18 -6.7093 -0.1715 -0.5912
C19 -4.2065 -0.0483 -0.6893
C20 -2.9262 -0.2046 -0.1512
P2 -1.3882 -0.2620 -1.1664
C21 -2.2098 -0.8974 -2.7750
C22 -2.6299 0.0863 -3.8616
C23 -1.3554 -1.9955 -3.4038
C24 -0.7524 1.5185 -1.3506
C25 0.7489 1.4639 -1.6352
C26 -1.4290 2.5368 -2.2598
H1 3.1000 -4.2431 1.2516
H2 3.9260 -2.7782 1.7722
H3 2.9562 -2.7702 0.2955
H4 0.9188 -3.3130 1.7004
H5 2.7335 -2.7749 4.0931
H6 2.1773 -4.3404 3.5335
H7 1.0087 -3.1623 4.1225
H8 3.4820 -0.4808 1.2267
H9 3.3418 0.2068 4.1983
H10 4.7493 0.3017 3.1571
H11 4.0487 -1.2664 3.5189
H12 2.4218 1.9230 2.7293
H13 1.9421 1.5899 1.0719
H14 3.6496 1.8879 1.4557
H15 1.6581 -0.8092 4.8620
H16 1.3241 -0.1422 7.1069
H17 -0.0246 -1.1538 7.6191
H18 -0.2097 0.5925 7.6018
H19 -2.2474 0.2911 6.1331
H20 -3.0651 0.0936 3.8455
H21 -3.8646 -1.6059 2.7916
H22 -6.0742 -1.3353 1.7883
H23 -7.4331 0.1372 0.1583
H24 -7.0636 -1.1048 -1.0265
H25 -6.6775 0.5744 -1.3805
H26 -4.3197 0.3307 -1.6947
H27 -3.1052 -1.3969 -2.3862
H28 -1.7642 0.5337 -4.3403
H29 -3.2726 0.8802 -3.4945
H30 -3.1801 -0.4584 -4.6277
H31 -0.4673 -1.5817 -3.8776
H32 -1.9303 -2.5102 -4.1725
H33 -1.0642 -2.7298 -2.6601
H34 -0.8486 1.8554 -0.3119
H35 0.9463 1.2853 -2.6866
H36 1.2131 0.6688 -1.0535
H37 1.2211 2.4071 -1.3602
H38 -1.1653 2.3710 -3.2988
H39 -1.0800 3.5328 -1.9907
H40 -2.5112 2.5207 -2.1650
C27 3.6883 3.4239 -6.6584
C28 3.3700 2.1416 -5.9550
C29 4.3687 1.2228 -5.6607
C30 4.0879 0.0307 -5.0201
C31 2.7800 -0.2753 -4.6630
N2 2.4317 -1.4589 -3.9912
C32 3.1407 -2.6233 -3.9668
O1 4.1765 -2.8360 -4.5484
N3 2.5470 -3.6467 -3.2247
C33 1.5761 -3.6295 -2.2424
C34 0.8546 -4.7970 -1.9698
C35 -0.1368 -4.7664 -1.0088
C36 -0.3796 -3.5771 -0.3347
N4 0.3366 -2.4817 -0.5431
C37 1.2910 -2.5070 -1.4555
C38 1.7709 0.6386 -4.9526
C39 2.0670 1.8306 -5.5869
H41 4.5445 3.2965 -7.3146
H42 3.9336 4.2050 -5.9401
H43 2.8414 3.7627 -7.2477
H44 5.3888 1.4406 -5.9463
H45 4.8739 -0.6762 -4.8174
H46 1.4779 -1.4975 -3.6599
H47 2.9358 -4.5532 -3.4480
H48 1.0627 -5.6993 -2.5240
H49 -0.7166 -5.6506 -0.7971
H50 -1.1668 -3.4918 0.4008
H51 1.8608 -1.5939 -1.5565
H52 0.7441 0.4004 -4.7010
H53 1.2687 2.5218 -5.8150
C40 0.0770 4.2672 4.5994
N5 -0.8009 3.9638 3.4925
C41 -1.7653 4.8046 3.0818
C42 -2.5952 4.4774 2.0607
C43 -2.4040 3.2171 1.4276
N6 -1.3971 2.4251 1.7885
C44 -0.5916 2.7493 2.8321
O2 0.2988 2.0011 3.1880
N7 -3.2252 2.8243 0.4542
H54 -0.1587 5.2442 5.0064
H55 1.1109 4.2495 4.2568
H56 -0.0362 3.5080 5.3728
H57 -1.8511 5.7409 3.6103
H58 -3.3755 5.1412 1.7355
H59 -4.0072 3.3995 0.1961
H60 -3.1681 1.8751 0.0952

Forces on atoms 1 to 6 (eV/Å):
1.0 0.6 -0.4
-0.2 0.1 -0.1
-0.3 0.1 -0.2
-0.1 0.1 -0.2
1.2 0.0 0.5
-0.3 -0.1 0.1

For the largest force on an atom, the calculation gives 1.36 eV/A. As for the frontier orbital gap (alpha / beta): 0.284 / 0.208 Eh. Its spin multiplicity is 2. The charge is +1.

---

Computed, not measured: a structure of composition C44H60F30MgO22 in a non-equilibrium geometry, with the ωB97M-V functional and the def2-TZVPD basis.

Geometry (Å):
Mg1 0.4241 2.6115 -2.6789
C1 1.1892 0.5579 1.0056
C2 1.1582 0.3668 -0.5076
O1 0.6447 1.4173 -1.2265
H1 1.6140 -0.2597 1.5879
H2 0.1879 0.6270 1.4308
H3 1.7510 1.4503 1.2814
H4 0.5705 -0.5490 -0.5713
H5 2.1627 0.1536 -0.8731
C3 1.2274 3.5645 -6.6443
C4 1.3594 4.2823 -5.2854
O2 0.5678 3.8340 -4.2092
H6 1.3255 2.4790 -6.6330
H7 2.0242 3.8491 -7.3315
H8 0.3575 3.8565 -7.2325
H9 1.1315 5.3266 -5.4987
H10 2.4062 4.1177 -5.0297
C5 -1.8172 0.4841 -7.2803
C6 -1.9855 1.6272 -6.2209
O3 -2.5766 0.9942 -5.1563
C7 -1.9722 0.8982 -3.9569
O4 -0.8922 1.3843 -3.6575
C8 -2.8139 0.2249 -2.9187
F1 -2.1084 -0.4414 -2.0095
F2 -3.5383 1.0362 -2.1729
F3 -3.6620 -0.6282 -3.5494
H11 -1.1585 0.8114 -8.0847
H12 -2.8043 0.3755 -7.7297
H13 -1.5202 -0.4791 -6.8654
H14 -2.6404 2.3954 -6.6319
H15 -1.1051 2.1794 -5.8921
C9 -4.1743 -1.4021 2.2991
C10 -5.2555 -2.1318 3.1337
O5 -6.4342 -1.3779 3.0480
C11 -7.4580 -1.5498 4.0041
O6 -7.3381 -2.2242 5.0652
C12 -8.6699 -0.6284 3.8816
F4 -8.5794 0.2281 2.8380
F5 -9.8006 -1.2801 3.7648
F6 -8.7563 0.0840 5.0613
H16 -3.2873 -2.0337 2.3467
H17 -3.9265 -0.3666 2.5324
H18 -4.4845 -1.3817 1.2544
H19 -4.8296 -2.1020 4.1366
H20 -5.4489 -3.1888 2.9511
C13 -3.0021 -3.8944 5.8762
C14 -1.5494 -3.5811 5.2946
O7 -0.8313 -4.7482 4.9828
C15 0.4790 -4.5268 4.5418
O8 1.0358 -3.4189 4.5419
C16 1.1826 -5.7967 3.9968
F7 2.2307 -6.0634 4.8299
F8 0.3062 -6.8091 3.9436
F9 1.6437 -5.4744 2.7625
H21 -2.9473 -4.4400 6.8182
H22 -3.4796 -4.4682 5.0819
H23 -3.4952 -2.9428 6.0745
H24 -0.9006 -2.9394 5.8909
H25 -1.6600 -3.1043 4.3208
C17 6.0008 0.5979 -3.8027
C18 4.6408 1.1568 -4.2239
O9 3.6755 0.1560 -4.3030
C19 2.3075 0.3937 -4.1379
O10 1.8031 1.3946 -3.6331
C20 1.4192 -0.7617 -4.6698
F10 0.9125 -1.5420 -3.6589
F11 0.3628 -0.1679 -5.3135
F12 2.0995 -1.5348 -5.5335
H26 5.9479 0.1948 -2.7914
H27 6.7963 1.3411 -3.7478
H28 6.3219 -0.2234 -4.4435
H29 4.7805 1.6323 -5.1948
H30 4.2489 1.9170 -3.5482
C21 -2.5648 -0.1798 9.7930
C22 -2.3489 1.1076 8.9659
O11 -1.2390 1.1164 8.1366
C23 -1.1581 0.3618 7.0475
O12 -2.0536 -0.4314 6.7444
C24 0.1500 0.6294 6.2244
F13 1.0277 1.4422 6.8562
F14 0.8631 -0.5125 6.0966
F15 -0.1308 1.0414 4.9896
H31 -3.2612 -0.0216 10.6165
H32 -1.6283 -0.5158 10.2382
H33 -2.8590 -1.0533 9.2113
H34 -2.1956 1.8363 9.7619
H35 -3.2800 1.3828 8.4705
C25 0.9069 -3.7968 0.4419
C26 2.3349 -3.2277 0.4051
O13 2.8068 -3.3250 -0.9247
C27 3.9388 -4.0521 -1.1892
O14 4.7134 -4.5203 -0.3276
C28 4.2627 -4.2255 -2.6869
F16 3.3198 -3.7004 -3.4152
F17 5.5114 -3.6533 -2.9503
F18 4.3680 -5.5837 -2.8699
H36 0.3701 -3.2830 -0.3556
H37 0.4193 -3.4438 1.3506
H38 0.9642 -4.8850 0.4689
H39 2.8404 -3.7199 1.2359
H40 2.3641 -2.1829 0.7142
C29 5.4955 4.7656 -1.6269
C30 4.0010 4.5379 -1.8617
O15 3.4183 4.6675 -0.5873
C31 2.0660 4.6017 -0.4475
O16 1.3084 4.2495 -1.3412
C32 1.5849 4.9220 0.9563
F19 0.6099 5.7900 0.8358
F20 0.9968 3.8699 1.5527
F21 2.5385 5.4429 1.7023
H41 5.7055 5.8070 -1.3830
H42 6.0871 4.6017 -2.5276
H43 5.9253 4.1767 -0.8166
H44 3.7343 3.6207 -2.3869
H45 3.4744 5.3396 -2.3795
C33 -2.7117 2.2967 1.6028
C34 -1.9037 3.3371 0.7814
O17 -2.8248 3.8677 -0.2344
C35 -2.5286 3.8752 -1.5029
O18 -1.5026 3.4016 -1.9616
C36 -3.6487 4.5096 -2.3915
F22 -3.0960 5.3772 -3.2379
F23 -4.2658 3.5671 -3.1450
F24 -4.4925 5.2640 -1.7204
H46 -3.1453 1.5697 0.9161
H47 -3.5319 2.8223 2.0917
H48 -2.0180 1.8472 2.3133
H49 -1.0379 2.7931 0.4037
H50 -1.5888 4.2231 1.3329
C37 5.3733 2.8894 3.1311
C38 4.0128 2.3297 2.6988
O19 4.2629 0.9801 2.2149
C39 4.6798 0.7329 0.9429
O20 4.6727 1.6107 0.0372
C40 5.1694 -0.7221 0.6759
F25 4.7859 -0.9822 -0.5916
F26 6.4419 -0.8206 0.8136
F27 4.6245 -1.5256 1.5764
H51 5.9117 3.1040 2.2079
H52 5.9327 2.1775 3.7381
H53 5.1034 3.7977 3.6698
H54 3.4936 2.9202 1.9439
H55 3.4673 2.1881 3.6318
C41 -3.5323 -3.6580 -1.7794
C42 -4.0017 -4.0378 -3.2436
O21 -2.9387 -4.6072 -3.8993
C43 -1.9925 -3.9763 -4.5200
O22 -1.9461 -2.7886 -4.7921
C44 -0.8298 -4.8567 -5.1270
F28 -0.1723 -4.2075 -6.1041
F29 -0.0108 -5.2315 -4.1500
F30 -1.3256 -5.9660 -5.6612
H56 -2.7822 -2.8799 -1.6382
H57 -3.2703 -4.5272 -1.1761
H58 -4.4597 -3.2338 -1.3946
H59 -4.4197 -3.1559 -3.7288
H60 -4.7363 -4.8414 -3.1921

Forces on atoms 1 to 6 (eV/Å):
-0.1 0.7 -0.3
0.2 0.6 0.5
-0.2 0.3 0.1
-0.3 0.2 0.8
0.4 -0.3 -0.3
-0.3 0.4 -0.2

For the largest force on an atom, the calculation gives 5.44 eV/A. As for the frontier orbital gap: 0.280 Eh.